(one)
Molecular formula: H3NO3P2
Method: DFT, ωB97M-V with the def2-TZVPD basis set

Each line ends with the natural charge from an NBO analysis.
Geometry (Å):
N: -0.608 0.120 -0.502  -1.32
O: 1.156 0.031 1.134  -1.21
O: 1.961 -0.475 -1.272  -1.25
O: 1.405 1.928 -0.613  -1.24
P: -0.794 -0.818 0.889  0.61
P: 1.193 0.458 -0.377  2.45
H: -0.852 -0.508 -1.635  0.32
H: -1.153 0.245 1.743  -0.10
H: -2.309 -0.982 0.635  -0.27

As for the total charge: -2. Its molecular weight is 127.0 g/mol.


(two)
Molecular formula: H3NO3P2
Method: DFT, ωB97M-V with the def2-TZVPD basis set

Each line ends with the natural charge from an NBO analysis.
Geometry (Å):
O: 1.208 -1.126 0.083  -1.25
P: 1.126 0.392 0.059  2.47
O: 1.314 1.079 -1.283  -1.26
O: 1.715 1.190 1.182  -1.26
N: -0.682 0.476 0.523  -1.34
P: -1.668 -0.690 -0.113  0.34
H: -1.140 1.334 0.912  0.37
H: -1.174 -0.846 -1.332  -0.10
H: -0.699 -1.810 -0.030  0.01

As for the total charge: -2. Its molecular weight is 127.0 g/mol.


Which is most stable? The ranking, best first, is (two), (one).


(one)
Molecular formula: CH4ClP
Method: DFT, ωB97M-V with the def2-TZVPD basis set

Each line ends with the natural charge from an NBO analysis.
Geometry (Å):
C: 0.448 0.197 -0.380  -0.57
P: -0.586 -1.276 -0.013  0.30
Cl: 2.014 0.120 0.249  0.02
H: 0.552 0.665 -1.358  0.22
H: -0.138 2.283 0.413  -0.02
H: -0.459 -1.379 1.496  0.03
H: -1.831 -0.611 -0.407  0.01

Its molecular weight is 82.5 g/mol.


(two)
Molecular formula: CH4ClP
Method: DFT, ωB97M-V with the def2-TZVPD basis set

Each line ends with the natural charge from an NBO analysis.
Geometry (Å):
C: -0.379 1.664 0.281  -0.77
P: 0.570 0.352 0.434  0.48
H: 0.053 2.605 0.161  0.21
H: -1.478 1.643 0.314  0.23
H: -0.419 -0.549 0.757  -0.03
Cl: 3.919 -0.099 -0.311  -0.36
H: 2.695 0.520 0.123  0.26

Its molecular weight is 82.5 g/mol.


Which is most stable? The ranking, best first, is (two), (one).


(one)
Molecular formula: C11H12N2O2
Method: DFT, ωB97M-V with the def2-TZVPD basis set

Each line ends with the natural charge from an NBO analysis.
Geometry (Å):
N: -3.469 -1.469 -0.623  -0.81
C: -2.244 -0.867 0.047  -0.14
C: -1.303 -0.393 -1.046  -0.41
C: -0.036 0.432 -0.602  -0.10
C: 0.173 1.788 -0.649  -0.01
N: 1.392 2.111 -0.211  -0.53
C: 2.096 0.921 0.068  0.14
C: 3.437 0.696 0.607  -0.23
C: 3.853 -0.608 0.659  -0.22
C: 2.953 -1.677 0.428  -0.22
C: 1.657 -1.444 0.067  -0.19
C: 1.182 -0.155 -0.146  -0.11
C: -2.735 0.335 0.861  0.77
O: -3.281 0.298 1.976  -0.63
O: -2.703 1.459 0.213  -0.67
H: -3.963 -0.683 -1.041  0.35
H: -4.161 -1.891 0.027  0.37
H: -1.803 -1.569 0.694  0.22
H: -1.799 0.288 -1.651  0.22
H: -1.008 -1.190 -1.656  0.23
H: -0.517 2.650 -0.814  0.22
H: 1.951 3.023 -0.262  0.42
H: 4.137 1.475 0.788  0.21
H: 4.864 -0.619 0.876  0.21
H: 3.326 -2.656 0.533  0.21
H: 0.961 -2.336 -0.098  0.21
H: -2.959 2.081 0.954  0.51

Its molecular weight is 204.2 g/mol.


(two)
Molecular formula: C11H12N2O2
Method: DFT, ωB97M-V with the def2-TZVPD basis set

Each line ends with the natural charge from an NBO analysis.
Geometry (Å):
C: -2.646 -0.388 -0.127  -0.65
C: -1.399 -1.237 0.044  0.27
N: -1.453 -2.269 0.769  -0.24
N: -0.282 -2.895 0.817  -0.47
C: 0.706 -2.145 0.090  0.68
O: 1.863 -2.461 -0.072  -0.57
C: 0.021 -0.966 -0.452  -0.31
C: 0.115 -0.997 -1.965  -0.03
O: -0.556 -2.101 -2.607  -0.71
C: 0.630 0.201 0.243  0.00
C: 0.310 0.399 1.589  -0.21
C: 0.878 1.389 2.365  -0.20
C: 1.900 2.175 1.772  -0.20
C: 2.238 1.987 0.462  -0.21
C: 1.563 1.022 -0.355  -0.20
H: -2.837 -0.227 -1.193  0.23
H: -2.692 0.468 0.440  0.22
H: -3.520 -1.043 0.313  0.24
H: -0.233 -3.708 1.404  0.42
H: 1.114 -1.004 -2.223  0.18
H: -0.297 -0.152 -2.565  0.20
H: -0.077 -2.962 -2.302  0.47
H: -0.618 -0.027 1.923  0.22
H: 0.818 1.381 3.442  0.22
H: 2.492 2.926 2.390  0.22
H: 2.708 2.915 0.026  0.22
H: 2.050 0.761 -1.332  0.22

Its molecular weight is 204.2 g/mol.


Which is most stable? The ranking, best first, is (one), (two).


(one)
Molecular formula: C7H12
Method: DFT, ωB97M-V with the def2-TZVPD basis set

Each line ends with the natural charge from an NBO analysis.
Geometry (Å):
C: 2.156 0.291 1.089  -0.63
C: 1.317 0.118 -0.070  -0.06
C: 1.707 0.332 -1.352  -0.60
C: -1.046 0.533 -0.582  -0.39
C: -0.179 -0.197 0.182  -0.16
C: -0.598 -1.032 1.472  -0.66
C: -2.470 0.154 -1.197  -0.66
H: 2.811 -0.658 1.342  0.18
H: 2.748 1.162 0.912  0.19
H: 1.491 0.556 1.881  0.20
H: 1.096 0.090 -2.222  0.18
H: 2.507 0.955 -1.598  0.15
H: -0.704 1.491 -1.070  0.16
H: -0.644 -0.417 2.317  0.18
H: -1.635 -1.498 1.439  0.19
H: -0.009 -2.005 1.580  0.19
H: -2.719 -0.904 -1.237  0.18
H: -3.258 0.667 -0.566  0.18
H: -2.569 0.361 -2.321  0.17

As for the total charge: -1. The expectation value of S² is 0.763. Its molecular weight is 96.2 g/mol. As for the spin multiplicity: 2.


(two)
Molecular formula: C7H12
Method: DFT, ωB97M-V with the def2-TZVPD basis set

Each line ends with the natural charge from an NBO analysis.
Geometry (Å):
C: 0.551 -1.284 1.467  -0.61
C: -0.416 -1.442 0.325  -0.43
C: -0.097 -0.457 -0.793  -0.06
C: 0.249 -1.071 -1.946  -0.62
C: 0.799 1.892 -0.959  -0.66
C: -0.024 0.984 -0.397  -0.14
C: -1.116 1.448 0.630  -0.65
H: 1.613 -1.654 1.268  0.19
H: 0.696 -0.188 1.715  0.21
H: 0.285 -1.684 2.445  0.18
H: -1.439 -1.023 0.825  0.18
H: -0.464 -2.455 -0.043  0.20
H: 0.525 -2.144 -1.970  0.16
H: 0.512 -0.368 -2.759  0.18
H: 1.823 1.923 -1.348  0.17
H: 0.438 2.872 -1.126  0.14
H: -0.861 0.985 1.610  0.18
H: -2.121 1.121 0.342  0.19
H: -0.952 2.542 0.713  0.20

As for the total charge: -1. The expectation value of S² is 0.762. Its molecular weight is 96.2 g/mol. As for the spin multiplicity: 2.


Which is most stable? The ranking, best first, is (two), (one).


(one)
Molecular formula: CH2FNO
Method: DFT, ωB97M-V with the def2-TZVPD basis set

Each line ends with the natural charge from an NBO analysis.
Geometry (Å):
N: 0.317 0.020 0.000  -0.84
C: 1.472 -0.609 -0.065  0.95
O: 2.213 -0.688 -1.012  -0.60
F: 1.859 -1.224 1.105  -0.35
H: 0.240 0.673 -0.815  0.43
H: -0.310 -0.270 0.634  0.41

Its molecular weight is 63.0 g/mol.


(two)
Molecular formula: CH2FNO
Method: DFT, ωB97M-V with the def2-TZVPD basis set

Each line ends with the natural charge from an NBO analysis.
Geometry (Å):
F: -1.449 0.054 -0.163  -0.32
C: -0.255 0.067 0.353  0.56
N: 0.868 0.339 -0.418  -0.34
O: 0.573 -0.958 0.194  -0.38
H: -0.384 0.371 1.510  0.14
H: 0.646 0.127 -1.475  0.35

Its molecular weight is 63.0 g/mol.


Which is most stable? The ranking, best first, is (one), (two).


(one)
Molecular formula: H2N2O2
Method: DFT, ωB97M-V with the def2-TZVPD basis set

Each line ends with the natural charge from an NBO analysis.
Geometry (Å):
N: 0.265 -1.425 0.755  -0.46
N: -0.131 1.249 0.135  -0.46
O: 0.559 -2.775 0.830  -0.77
O: -0.456 2.569 -0.232  -0.78
H: 1.087 -0.990 1.093  0.23
H: -0.921 0.642 -0.119  0.24

As for the total charge: -2. Its molecular weight is 62.0 g/mol.


(two)
Molecular formula: H2N2O2
Method: DFT, ωB97M-V with the def2-TZVPD basis set

Each line ends with the natural charge from an NBO analysis.
Geometry (Å):
N: 0.920 0.539 0.967  -0.39
N: -1.028 -0.152 -0.739  -0.40
O: 1.815 1.124 1.867  -0.77
O: -2.104 -0.403 -1.603  -0.77
H: 0.836 -0.478 1.412  0.16
H: -1.122 -0.894 0.077  0.17

As for the total charge: -2. Its molecular weight is 62.0 g/mol.


Which is most stable? The ranking, best first, is (one), (two).